[1]
39
Properties=species:S:1:pos:R:3:forces:R:3 method="wB97M-V/def2-TZVPD" total_charge=0 de_lowest_ev=8.838 spin_multiplicity=1
H -0.161 -0.285 0.118 1.15 -2.27 1.64
H -0.016 -1.813 -0.090 0.23 0.87 1.12
H -3.860 -1.551 1.470 -0.76 1.15 1.73
H -3.941 -0.125 2.114 0.36 0.78 -0.20
H 4.067 0.368 1.743 1.05 -1.14 0.07
H 3.445 1.559 1.018 -0.70 -1.73 2.32
H 0.008 0.496 3.361 2.43 0.17 -1.51
H 1.575 0.787 3.176 1.16 0.42 0.84
H -0.998 3.819 -1.406 0.07 -0.50 -0.50
H 0.363 3.138 -1.386 4.40 0.63 -1.65
H 1.642 -3.045 1.026 0.03 0.69 -0.65
H 0.474 -3.007 2.082 1.98 -0.30 -0.62
H 0.108 0.709 -1.858 -0.60 0.46 0.08
H 0.924 1.188 -0.555 -0.19 -0.71 -1.98
H -1.890 -3.655 -1.736 -0.14 2.09 0.68
H -0.975 -2.458 -1.772 0.48 0.58 -0.37
H 4.263 -0.362 -1.515 -0.79 1.15 0.85
H 4.580 0.559 -0.359 3.46 0.71 2.79
H 3.456 -2.784 -2.267 1.05 -0.56 -0.21
H 2.019 -2.617 -2.027 1.10 1.36 -0.20
H -3.666 -1.280 -0.332 0.16 -0.18 0.45
H -3.356 -2.057 -1.651 -0.85 1.91 0.95
H -0.916 4.076 1.332 -0.19 0.18 -1.66
H -0.137 4.614 0.130 -0.46 -0.46 0.32
H -2.878 1.244 -0.321 -0.82 -0.25 0.36
H -1.870 1.398 -1.392 -0.82 1.34 0.58
O 0.183 -1.133 0.608 -1.66 1.09 -2.65
O -4.257 -1.011 2.221 0.41 -1.98 -1.32
O 3.323 0.929 1.831 -0.35 2.98 -2.09
O 0.805 0.527 2.714 -3.78 -0.45 0.72
O -0.499 3.030 -1.184 -1.94 -4.06 -7.09
O 1.403 -3.340 1.891 -1.83 -0.40 1.42
O 0.979 0.848 -1.503 1.07 0.17 1.73
O -1.865 -2.661 -1.501 0.85 -3.82 -0.61
O 3.936 0.393 -0.955 -2.49 -1.76 -3.79
O 2.840 -2.070 -2.192 -1.97 -0.96 0.32
O -3.821 -1.253 -1.267 -0.46 -0.58 -1.40
O -0.819 3.934 0.314 -0.85 5.02 10.23
O -2.491 1.942 -0.840 0.21 -1.62 -0.72

=====

[2]
45
Properties=species:S:1:pos:R:3:forces:R:3 method="wB97M-V/def2-TZVPD" total_charge=+2 de_lowest_ev=0.000 spin_multiplicity=1
C -1.242 -0.153 3.075 -0.43 -1.67 -1.71
C -0.750 1.254 2.994 0.32 1.17 -1.59
H -2.146 -0.252 3.675 0.22 -0.20 0.07
H -0.468 -0.888 3.364 -0.40 0.44 0.15
H -1.532 -0.466 1.995 0.06 0.10 1.65
H -0.559 1.430 1.861 -0.04 0.44 1.26
H -1.503 2.001 3.307 0.53 -0.32 -0.17
H 0.220 1.417 3.464 -0.35 0.11 0.12
C -1.700 -1.966 -1.662 0.84 0.46 -0.90
C -2.449 -2.584 -2.640 -0.30 0.12 -0.10
C -2.549 -1.957 -3.880 0.53 -0.22 -0.19
C -1.903 -0.748 -4.135 0.43 0.89 0.04
H -1.640 -2.299 -0.638 0.21 -0.36 0.08
H -2.949 -3.527 -2.437 -0.02 0.24 0.01
H -3.086 -2.421 -4.699 -0.12 -0.05 0.13
H -1.932 -0.275 -5.116 -0.37 -0.28 0.28
N -0.962 -0.860 -1.962 -1.55 -0.44 -1.80
C -1.162 -0.126 -3.134 -0.16 -2.21 0.01
C -0.624 1.252 -3.237 1.47 2.00 -0.18
N 0.067 1.811 -2.152 -0.55 1.71 -1.90
C 0.364 3.151 -2.078 0.17 -0.99 -0.87
C -0.377 3.419 -4.342 0.56 -0.30 0.24
C 0.221 3.959 -3.203 -0.09 0.13 0.47
H 0.742 3.486 -1.105 0.06 0.02 -0.57
H 0.573 4.993 -3.179 -0.28 -0.35 0.05
C -0.776 2.082 -4.347 -0.33 -0.83 -0.11
H -1.182 1.644 -5.252 -0.14 0.28 0.08
H -0.484 4.016 -5.248 -0.04 -0.13 0.26
Hf -0.529 0.596 -0.676 0.07 -0.40 5.91
I -3.169 1.271 -0.297 0.63 -0.02 0.07
O 2.154 -3.562 2.128 0.03 0.73 -0.07
C 2.319 -2.383 2.749 0.32 1.25 -0.39
C 2.516 -2.270 4.125 -0.08 -0.81 0.44
C 2.551 -1.033 4.760 -0.12 -0.05 -0.54
C 2.470 0.172 4.016 0.38 -0.33 0.43
C 2.398 0.095 2.636 -0.15 0.48 0.93
C 2.266 -1.151 2.027 -0.21 -0.79 -0.37
C 1.750 -1.243 0.672 1.19 -2.09 0.24
O 1.934 -2.200 -0.089 -0.87 1.67 0.47
O 0.883 -0.266 0.400 -1.60 1.50 -2.08
H 2.084 -3.331 1.162 0.26 -0.68 0.60
H 2.607 -3.223 4.664 -0.08 0.61 0.02
H 2.646 -1.013 5.848 0.00 0.09 -0.36
H 2.481 1.131 4.547 0.19 -0.41 -0.34
H 2.427 1.018 2.040 -0.20 -0.52 0.22

=====

[3]
87
Properties=species:S:1:pos:R:3:forces:R:3 method="wB97M-V/def2-TZVPD" total_charge=+2 de_lowest_ev=0.263 spin_multiplicity=2 s2=0.77
W 0.378 -0.415 0.198 0.22 0.26 -0.16
C 4.630 0.385 0.006 0.00 -0.01 0.01
C 3.181 0.716 -0.088 -0.03 -0.17 0.01
O 2.346 -0.224 0.193 0.16 0.27 0.04
C 2.732 1.978 -0.455 -0.05 0.02 0.03
C 1.412 2.398 -0.439 -0.11 -0.05 0.00
C 1.119 3.824 -0.767 0.02 -0.01 -0.01
N 0.346 1.590 -0.114 0.16 0.15 0.07
N -0.853 2.292 -0.060 0.10 0.06 -0.03
C -1.820 1.466 0.124 -0.10 -0.07 -0.02
O -1.537 0.176 0.221 -0.14 0.08 -0.12
C -3.222 1.878 0.237 0.01 0.02 0.03
C -3.563 3.226 0.132 0.00 0.02 0.01
C -4.885 3.611 0.261 0.00 0.01 -0.01
C -5.869 2.658 0.493 -0.01 0.00 -0.01
C -5.533 1.315 0.594 0.00 -0.01 0.00
C -4.211 0.923 0.467 -0.01 0.00 0.00
H 4.773 -0.542 0.554 0.00 0.01 0.00
H 5.182 1.194 0.483 0.00 0.00 -0.01
H 5.036 0.264 -1.002 -0.01 -0.01 0.00
H 3.479 2.720 -0.695 0.00 -0.01 0.00
H 2.026 4.339 -1.070 0.00 -0.01 0.00
H 0.683 4.323 0.100 0.00 0.00 0.00
H 0.371 3.882 -1.557 0.00 0.00 0.00
H -2.790 3.961 -0.048 0.00 0.00 0.00
H -5.152 4.656 0.179 0.00 0.00 0.00
H -6.902 2.965 0.591 0.00 0.00 0.00
H -6.303 0.576 0.768 0.00 0.00 0.00
H -3.944 -0.124 0.539 0.00 0.00 0.00
C -2.585 -2.329 -1.359 -0.01 -0.03 0.02
Ge -0.968 -2.528 -0.308 0.01 -0.22 0.02
C 0.697 -1.817 -1.486 0.06 0.24 0.23
C 0.586 -0.926 -2.575 -0.15 -0.13 -0.18
C 1.558 -0.915 -3.560 -0.05 -0.01 -0.07
C 2.623 -1.810 -3.492 0.01 0.02 -0.04
C 2.731 -2.711 -2.441 -0.01 -0.04 0.02
C 1.791 -2.696 -1.425 -0.07 -0.02 -0.01
C -0.596 -4.324 0.294 0.01 -0.01 0.03
C -0.669 -4.522 1.652 0.00 0.04 0.02
C -0.512 -5.806 2.215 -0.01 0.00 0.01
C -0.265 -6.871 1.400 0.01 -0.02 -0.01
C -0.182 -6.715 -0.006 -0.01 0.07 -0.03
C 0.059 -7.826 -0.851 0.00 0.01 0.03
C 0.105 -7.674 -2.206 0.00 -0.03 -0.03
C -0.092 -6.402 -2.781 0.00 0.02 -0.02
C -0.316 -5.310 -1.992 0.02 -0.04 0.07
C -0.365 -5.430 -0.580 -0.03 -0.04 -0.01
H -2.480 -2.871 -2.299 -0.01 0.00 0.01
H -2.816 -1.285 -1.554 0.03 0.01 -0.01
H -3.408 -2.782 -0.804 0.00 0.00 0.00
H -0.274 -0.270 -2.674 0.00 0.02 0.05
H 1.471 -0.237 -4.399 0.00 0.00 0.00
H 3.368 -1.810 -4.277 0.00 -0.01 0.00
H 3.551 -3.416 -2.410 0.00 0.00 0.00
H 1.891 -3.373 -0.584 0.01 0.01 0.02
H -0.854 -3.682 2.317 -0.01 -0.02 -0.01
H -0.592 -5.939 3.285 0.00 0.00 0.00
H -0.138 -7.862 1.819 0.00 0.00 0.00
H 0.198 -8.801 -0.401 0.00 0.00 0.00
H 0.282 -8.529 -2.845 0.00 0.00 0.00
H -0.069 -6.295 -3.858 0.00 0.00 0.00
H -0.465 -4.343 -2.456 0.00 0.05 -0.01
C -2.037 0.858 3.651 -0.04 0.02 -0.01
C -2.005 -0.625 3.382 0.01 -0.01 0.04
O -0.655 -1.184 3.549 0.16 -0.03 -0.15
P 0.531 -0.770 2.600 -0.04 -0.20 0.02
O 1.305 0.420 3.287 -0.19 -0.45 0.06
C 1.504 0.538 4.750 0.05 0.15 -0.18
C 1.459 1.999 5.108 0.00 0.01 0.00
O 1.425 -2.049 2.408 0.15 0.08 0.16
C 1.843 -3.144 3.294 -0.11 0.08 0.10
C 3.213 -2.883 3.858 0.00 0.02 0.02
H -3.061 1.217 3.535 0.00 0.00 0.01
H -1.415 1.416 2.945 0.01 -0.01 -0.01
H -1.708 1.084 4.665 -0.01 -0.01 0.00
H -2.330 -0.862 2.369 -0.02 0.00 0.00
H -2.605 -1.185 4.094 -0.01 0.01 0.00
H 2.477 0.100 4.962 -0.01 -0.02 -0.01
H 0.726 -0.032 5.253 -0.02 -0.03 0.00
H 2.227 2.554 4.571 0.00 0.00 0.00
H 1.643 2.111 6.177 0.00 0.00 0.00
H 0.485 2.430 4.881 0.00 0.00 0.00
H 1.821 -4.022 2.655 0.01 -0.02 0.01
H 1.081 -3.255 4.066 0.01 0.00 0.01
H 3.943 -2.738 3.062 0.00 0.00 0.00
H 3.520 -3.746 4.449 0.01 0.00 0.00
H 3.223 -2.013 4.514 0.00 0.01 -0.01

=====

[4]
143
Properties=species:S:1:pos:R:3:forces:R:3 method="wB97M-V/def2-TZVPD" total_charge=0 de_lowest_ev=0.000 spin_multiplicity=1
N 3.334 0.775 0.490 0.73 0.46 -0.04
H 3.854 0.785 -0.382 -0.07 0.19 -0.25
H 2.339 0.523 0.311 -0.67 -0.65 -0.22
H 3.249 1.705 0.892 0.52 0.21 0.19
H 3.813 0.126 1.104 -0.19 -0.07 0.34
C 1.012 -0.878 2.601 -0.60 0.26 -0.41
F 1.635 0.264 2.843 0.77 0.67 -0.29
F 1.896 -1.780 2.184 -0.07 -0.04 0.38
F 0.437 -1.208 3.745 -0.15 -0.72 -0.70
S -0.258 -0.591 1.208 -1.64 -2.21 0.67
O -0.725 -1.909 0.751 1.55 2.30 0.72
O -1.265 0.258 1.837 1.86 -0.58 -0.93
N 0.783 0.174 0.007 -1.91 -1.32 2.55
S -0.321 0.999 -0.762 -1.66 3.45 -2.46
O -1.451 0.213 -1.198 0.60 0.03 0.30
O -0.597 2.289 -0.157 0.47 -0.90 -0.32
C 0.525 1.492 -2.407 -1.30 -1.51 1.35
F 0.552 0.394 -3.171 0.55 0.39 -0.18
F -0.270 2.382 -2.987 0.98 0.13 0.24
F 1.768 1.926 -2.179 -0.14 0.32 -0.49
O 4.208 -3.288 0.824 0.17 -0.03 0.01
H 4.377 -2.647 1.519 0.10 -0.13 0.25
H 3.530 -2.880 0.264 -0.22 0.00 -0.09
C 3.278 -2.596 5.897 -0.19 0.65 0.00
C 4.251 -1.534 5.320 1.11 -1.11 1.48
C 5.024 -0.795 6.464 -1.02 0.85 -1.32
O 5.244 -2.139 4.501 -0.15 -0.21 -0.61
H 3.641 -3.198 6.731 0.58 0.25 0.01
H 2.930 -3.323 5.162 -0.07 0.31 -0.30
H 2.432 -2.040 6.305 -0.25 -0.18 -0.09
H 3.699 -0.853 4.673 0.02 0.16 0.15
H 5.509 0.088 6.043 -0.22 0.18 -0.12
H 5.884 -1.332 6.863 -0.57 -0.61 0.32
H 4.273 -0.450 7.174 0.44 -0.10 0.52
H 5.590 -2.865 5.028 0.22 -0.11 -0.19
C 2.596 -7.203 2.781 -0.14 0.52 1.79
C 2.082 -6.403 1.623 1.06 0.17 -0.07
C 1.535 -5.031 1.971 -0.54 0.08 0.32
O 3.196 -6.208 0.760 -0.21 -0.39 -0.91
H 3.011 -8.180 2.540 -0.35 0.00 -0.32
H 1.793 -7.272 3.520 -0.05 -0.51 0.08
H 3.388 -6.671 3.315 0.14 0.19 -0.16
H 1.318 -7.060 1.204 0.04 0.43 -0.91
H 2.211 -4.472 2.622 -0.01 -0.34 0.44
H 0.543 -5.139 2.413 0.05 0.28 0.27
H 1.449 -4.346 1.126 -0.18 -0.49 -0.43
H 3.631 -5.404 1.063 0.17 0.21 -0.18
C -4.367 0.939 0.836 -0.50 -0.46 0.20
C -4.019 2.224 1.578 -0.85 0.53 -0.94
C -5.254 3.107 1.797 0.31 -0.22 0.63
O -3.462 1.937 2.859 0.20 0.14 -0.40
H -5.082 0.399 1.461 0.05 -0.23 0.05
H -3.509 0.295 0.644 0.18 0.10 0.25
H -4.846 1.068 -0.135 0.02 0.55 0.08
H -3.365 2.808 0.923 0.65 -0.11 0.36
H -5.989 2.514 2.344 -0.28 0.10 -0.19
H -5.661 3.550 0.889 -0.06 -0.50 -0.14
H -5.009 3.956 2.439 0.22 -0.04 0.12
H -2.731 1.332 2.685 -0.02 0.01 0.16
C -0.700 5.004 2.017 0.23 0.84 0.66
C 0.277 4.450 3.068 -0.28 0.90 0.32
C 0.414 2.976 3.047 0.39 -1.01 -0.07
O 1.588 5.071 3.027 -0.39 -0.36 -0.79
H -1.736 4.807 2.295 0.05 -0.44 -0.02
H -0.549 4.754 0.968 0.28 -0.36 0.15
H -0.625 6.090 2.124 -0.04 0.20 -0.27
H -0.104 4.761 4.045 -0.38 -0.17 0.06
H -0.509 2.489 3.365 -0.10 0.07 -0.11
H 1.205 2.627 3.714 0.03 0.18 0.15
H 0.651 2.614 2.045 -0.09 0.05 -0.09
H 1.442 5.920 2.599 0.25 0.11 0.05
C 3.067 -3.243 -2.597 0.28 0.56 0.19
C 2.037 -2.260 -2.111 -0.30 -0.40 0.82
C 0.615 -2.765 -2.222 -0.08 0.57 -0.65
O 2.276 -1.923 -0.723 0.37 -0.01 -0.16
H 2.983 -3.227 -3.684 0.19 -0.40 -0.02
H 2.987 -4.252 -2.193 -0.12 0.04 0.02
H 4.024 -2.801 -2.316 0.29 -0.36 -0.17
H 2.223 -1.358 -2.695 -0.46 0.12 -0.06
H -0.098 -1.961 -2.033 -0.07 0.04 -0.06
H 0.376 -3.553 -1.509 0.33 -0.18 -0.12
H 0.491 -3.090 -3.256 -0.37 -0.23 0.07
H 1.503 -1.388 -0.461 0.44 -0.39 -0.18
C -5.837 -1.762 -2.445 -0.39 -0.81 0.18
C -4.431 -1.187 -2.495 -1.41 0.96 0.16
C -3.405 -2.011 -3.140 1.68 -1.71 0.29
O -4.543 0.035 -3.217 0.21 1.07 -0.17
H -5.920 -2.610 -1.763 0.14 -0.10 -0.03
H -6.182 -2.107 -3.422 0.22 -0.08 -0.17
H -6.586 -1.039 -2.120 0.33 0.27 0.14
H -4.163 -0.906 -1.477 0.31 0.08 -0.05
H -3.653 -2.419 -4.121 -0.34 0.00 0.09
H -3.124 -2.829 -2.470 -0.35 -0.41 -0.13
H -2.431 -1.538 -3.268 -0.27 0.63 0.01
H -4.886 -0.184 -4.088 -0.06 0.11 -0.05
C 3.857 -0.085 -7.342 0.14 -0.46 -0.41
C 3.345 0.538 -6.067 -0.61 -1.73 0.59
C 3.723 -0.304 -4.848 0.72 -0.22 0.23
O 3.800 1.857 -5.947 -0.02 0.54 0.42
H 3.347 0.342 -8.207 0.36 0.27 -0.09
H 3.683 -1.159 -7.424 -0.25 -0.04 0.33
H 4.941 0.023 -7.393 -0.02 0.32 -0.22
H 2.255 0.442 -6.049 -0.25 0.62 -0.33
H 3.212 -0.033 -3.924 -0.03 0.45 -0.14
H 4.797 -0.305 -4.649 0.10 0.25 -0.06
H 3.481 -1.357 -5.002 -0.18 0.05 -0.29
H 3.161 2.451 -6.347 0.05 0.02 -0.06
C -1.607 0.220 -7.715 1.22 -0.05 1.33
C -1.462 -0.265 -6.235 -1.88 0.43 -1.13
C -1.777 0.837 -5.224 0.80 -0.21 -0.64
O -2.397 -1.352 -6.102 0.86 -0.55 0.37
H -0.718 0.796 -7.981 -0.19 0.42 -0.07
H -2.505 0.835 -7.762 -0.02 -0.12 -0.48
H -1.584 -0.643 -8.378 -0.47 0.03 0.03
H -0.443 -0.614 -6.067 -0.20 -0.54 0.12
H -2.697 1.380 -5.440 -0.10 -0.13 -0.13
H -0.938 1.527 -5.342 -0.15 0.35 0.43
H -1.826 0.439 -4.212 0.06 0.10 0.00
H -3.298 -1.023 -6.150 0.08 0.31 -0.05
C 0.654 0.737 6.628 -0.70 0.11 -1.22
C -0.284 1.846 7.065 -0.25 -0.37 0.69
C -1.748 1.591 6.665 0.71 0.23 -0.17
O -0.218 1.934 8.493 -0.22 0.33 0.22
H 0.245 0.406 5.670 0.39 -0.25 -0.18
H 0.615 -0.113 7.306 0.23 0.16 0.14
H 1.647 1.145 6.438 0.21 -0.37 0.30
H 0.105 2.793 6.684 -0.41 0.10 -0.42
H -2.098 0.620 7.018 0.06 0.08 0.34
H -1.845 1.545 5.579 0.07 0.20 -0.06
H -2.383 2.395 7.033 -0.06 -0.14 0.07
H 0.586 2.420 8.692 -0.01 -0.04 0.25
C -3.420 4.102 -3.486 0.89 0.55 0.90
C -3.415 3.630 -2.005 -1.45 -0.11 -1.61
C -3.804 4.779 -1.079 1.00 0.01 0.06
O -4.508 2.727 -2.005 -0.97 -0.46 1.02
H -2.576 4.761 -3.706 0.09 -0.03 -0.19
H -4.334 4.682 -3.612 -0.05 -0.12 -0.18
H -3.426 3.246 -4.157 0.09 0.03 -0.02
H -2.534 3.052 -1.722 0.34 0.60 0.17
H -3.939 4.451 -0.048 -0.04 0.04 -0.18
H -4.694 5.306 -1.421 -0.16 -0.33 -0.09
H -3.004 5.522 -1.085 0.11 0.04 0.07
H -4.283 1.869 -2.383 0.14 -0.06 -0.16